(1)
# C3H7NO2

A single C3H7NO2 molecule (ωB97M-V with the def2-TZVPD basis set, the Open Molecules 2025 dataset).

Structure (XYZ):
```
13
Properties=species:S:1:pos:R:3:forces:R:3
C 1.934 0.823 -0.398 0.5 0.3 0.1
O 0.552 0.713 -0.167 -0.3 0.4 0.3
C 0.048 -0.503 -0.578 0.2 -0.9 -3.4
C -1.350 -0.826 -0.151 -0.5 -1.0 0.9
N -2.256 0.129 -0.337 2.1 2.1 -1.3
O -1.632 -1.919 0.287 0.1 -0.8 0.2
H 2.208 0.791 -1.464 -0.3 0.0 0.1
H 2.494 0.032 0.124 -0.2 0.1 -0.1
H 2.223 1.790 0.010 0.1 -0.1 -0.1
H 0.670 -1.344 -0.254 0.0 0.1 -0.2
H -0.055 -0.503 -1.816 0.6 -0.3 2.7
H -3.232 -0.092 -0.095 0.9 1.0 -0.6
H -1.654 0.919 -0.796 -3.3 -0.9 1.2
```
Positions in Å, forces in eV/Å.

Calculated values
calculated total energy	-323.70890	Ha
HOMO-LUMO gap	10.4898	eV
SMILES	COCC(N)=O

***

(2)
# C3H7NO2

A molecular structure, C3H7NO2 (ωB97M-V with the def2-TZVPD basis set, the Open Molecules 2025 dataset).

Structure (XYZ):
```
13
Properties=species:S:1:pos:R:3:forces:R:3
N -1.606 -1.617 -1.021 0.0 -0.3 0.3
C -0.812 -0.583 -0.681 0.4 -0.8 0.4
O -0.878 0.460 -1.335 0.9 -0.9 1.3
C 0.613 1.496 0.786 0.8 0.3 0.5
C 1.353 0.255 0.546 0.1 -0.5 0.0
O 1.390 -0.687 1.316 0.8 0.3 0.1
H -1.530 -2.434 -0.452 -0.3 -0.5 -0.1
H -2.260 -1.569 -1.795 0.2 0.1 0.3
H -0.119 1.454 1.596 0.2 -0.1 -0.2
H 0.292 2.070 -0.088 0.3 -0.3 0.3
H 1.970 0.283 -0.370 0.1 -0.1 0.0
H 1.594 1.848 1.173 -0.5 1.4 0.4
H -0.005 -0.977 0.324 -3.2 1.3 -3.3
```
Positions in Å, forces in eV/Å.

Calculated values
calculated total energy	-323.67372	Ha
HOMO-LUMO gap	10.5033	eV

***

(3)
# C3H7NO2

A single C3H7NO2 molecule (ωB97M-V with the def2-TZVPD basis set, the Open Molecules 2025 dataset).

Structure (XYZ):
```
13
Properties=species:S:1:pos:R:3:forces:R:3
N -1.052 -1.443 -0.865 -0.1 -0.1 -0.7
C -0.572 -0.266 -1.266 -0.1 -1.1 -0.6
O -1.237 0.721 -0.645 1.7 -0.4 0.6
C 0.017 1.276 -0.018 -0.3 0.8 0.4
C 1.123 0.403 0.664 -0.2 0.3 -0.3
O 0.638 -0.496 1.630 -0.3 -0.2 -0.1
H -0.613 -2.238 -1.297 -0.3 -0.2 -0.1
H -2.000 -1.542 -0.510 0.1 0.0 0.4
H -0.463 1.824 0.776 0.2 0.6 0.3
H 0.497 1.897 -0.777 -0.1 0.1 0.2
H 1.787 -0.098 -0.059 -0.4 0.2 0.1
H 1.745 1.126 1.217 -0.2 -0.1 -0.2
H 0.130 -1.164 1.150 0.0 0.0 0.2
```
Positions in Å, forces in eV/Å.

Calculated values
calculated total energy	-323.63645	Ha
HOMO-LUMO gap	9.4841	eV

***

(4)
# C3H7NO2

A single C3H7NO2 molecule (ωB97M-V with the def2-TZVPD basis set, the Open Molecules 2025 dataset).

Structure (XYZ):
```
13
Properties=species:S:1:pos:R:3:forces:R:3
N 0.945 0.891 1.451 0.1 0.0 0.0
C 1.331 0.241 0.310 0.0 0.0 0.0
O 2.374 0.492 -0.265 -0.3 -0.1 0.2
C 0.315 -0.772 -0.196 0.1 0.0 0.0
C -0.868 -0.079 -0.889 0.4 0.2 -0.1
O -2.051 -0.754 -0.497 -0.3 0.1 -0.1
H 0.114 0.636 1.960 0.1 0.0 -0.1
H 1.550 1.601 1.832 -0.1 -0.1 -0.1
H -0.095 -1.347 0.643 0.1 0.1 -0.1
H 0.826 -1.464 -0.868 -0.1 0.1 0.1
H -0.899 0.977 -0.580 -0.1 -0.2 0.0
H -0.740 -0.101 -1.979 0.0 0.0 0.2
H -2.802 -0.321 -0.922 0.1 -0.1 0.1
```
Positions in Å, forces in eV/Å.

Calculated values
calculated total energy	-323.75538	Ha
HOMO-LUMO gap	10.6136	eV
SMILES	NC(=O)CCO

***

(5)
# C3H7NO2

2 unconnected molecules or ions with the total composition C3H7NO2 (ωB97M-V with the def2-TZVPD basis set, the Open Molecules 2025 dataset).

Structure (XYZ):
```
13
Properties=species:S:1:pos:R:3:forces:R:3
C 0.213 -0.309 2.643 0.0 0.0 0.1
C -0.496 -0.192 1.530 -0.1 0.0 0.2
O -1.582 -0.952 1.208 0.0 0.1 -0.3
H 1.087 0.286 2.870 -0.2 0.1 -0.2
H -0.103 -1.014 3.401 0.1 -0.1 0.0
H -0.320 0.548 0.758 0.1 0.0 0.1
H -1.607 -1.757 1.735 0.0 0.1 0.2
N -0.194 0.484 -2.481 -1.2 0.0 -0.4
C 1.120 0.632 -2.204 0.2 -0.1 -0.4
O 1.961 0.814 -3.056 0.0 0.0 0.1
H -0.519 0.554 -3.442 0.5 0.0 0.3
H -0.947 0.355 -1.815 0.7 0.0 0.2
H 1.387 0.551 -1.145 -0.2 0.0 0.2
```
Positions in Å, forces in eV/Å.

Calculated values
calculated total energy	-323.71860	Ha
HOMO-LUMO gap	10.2401	eV
SMILES	C=CO.NC=O

***

(6)
# C3H7NO2

A single C3H7NO2 molecule (ωB97M-V with the def2-TZVPD basis set, the Open Molecules 2025 dataset).

Structure (XYZ):
```
13
Properties=species:S:1:pos:R:3:forces:R:3
N -0.980 -1.102 -1.046 -0.1 0.1 0.0
C -1.037 0.262 -1.039 -0.1 0.1 -0.1
O -1.856 0.887 -1.690 0.2 -0.2 0.1
C -0.007 1.007 -0.192 0.0 0.1 0.0
C 1.109 0.215 0.464 0.1 0.2 -0.2
O 0.519 -0.728 1.353 0.1 -0.2 0.1
H -0.506 -1.577 -0.291 -0.1 0.1 0.0
H -1.774 -1.560 -1.470 0.1 0.0 0.0
H -0.573 1.537 0.582 0.0 -0.1 -0.1
H 0.422 1.776 -0.842 -0.1 -0.1 0.1
H 1.724 -0.294 -0.292 -0.1 0.0 0.1
H 1.761 0.911 1.013 -0.1 -0.2 -0.1
H 1.208 -1.314 1.685 0.0 0.1 0.1
```
Positions in Å, forces in eV/Å.

Calculated values
calculated total energy	-323.76128	Ha
HOMO-LUMO gap	10.2350	eV
SMILES	NC(=O)CCO

***

(7)
# C3H7NO2

A single C3H7NO2 molecule (ωB97M-V with the def2-TZVPD basis set, the Open Molecules 2025 dataset).

Structure (XYZ):
```
13
Properties=species:S:1:pos:R:3:forces:R:3
C 0.657 -1.426 0.737 0.1 0.3 0.3
C 0.022 0.037 0.659 -0.4 -0.5 -0.1
O 0.609 1.265 1.110 0.5 -0.5 -0.1
C -0.529 0.116 -0.763 -0.1 -0.3 -0.3
N -0.686 1.334 -1.367 -0.1 0.0 0.0
O -0.747 -0.909 -1.382 -0.2 0.3 -0.1
H -0.125 -2.059 1.179 0.3 0.2 0.1
H 1.555 -1.507 1.345 -0.1 0.3 0.2
H 0.846 -1.918 -0.229 0.1 0.8 0.3
H -0.805 -0.018 1.370 -0.3 -0.1 -0.4
H 1.209 1.687 0.481 0.0 -0.6 -0.1
H -0.917 2.168 -0.850 0.2 -0.1 0.1
H -1.088 1.232 -2.290 0.0 0.2 0.2
```
Positions in Å, forces in eV/Å.

Calculated values
calculated total energy	-323.73902	Ha
HOMO-LUMO gap	10.5238	eV
SMILES	C[C@@H](O)C(N)=O

***

(8)
# C3H7NO2

A single C3H7NO2 molecule (ωB97M-V with the def2-TZVPD basis set, the Open Molecules 2025 dataset).

Structure (XYZ):
```
13
Properties=species:S:1:pos:R:3:forces:R:3
C -0.854 1.530 0.286 0.0 0.1 0.0
C -0.298 0.150 0.115 0.1 -0.2 0.0
C 1.196 -0.102 0.218 0.0 0.3 0.2
O 1.715 -0.735 -0.929 -0.2 -0.3 0.1
N -1.112 -0.796 -0.127 0.8 2.2 0.6
O -0.491 -2.073 -0.279 -4.2 -0.2 -0.9
H -1.944 1.525 0.213 0.2 0.0 0.0
H -0.565 1.941 1.261 0.0 -0.1 -0.2
H -0.447 2.199 -0.482 0.0 -0.1 0.1
H 1.382 -0.687 1.136 0.0 0.1 -0.2
H 1.721 0.853 0.323 -0.1 -0.2 0.0
H 1.181 -1.544 -1.029 0.3 0.3 -0.1
H -1.487 -2.252 -0.550 3.2 -1.8 0.3
```
Positions in Å, forces in eV/Å.

Calculated values
calculated total energy	-323.65426	Ha
HOMO-LUMO gap	10.9878	eV
SMILES	C/C(CO)=N/O

***

(9)
# C3H7NO2

2 unconnected molecules or ions with the total composition C3H7NO2 (ωB97M-V with the def2-TZVPD basis set, the Open Molecules 2025 dataset).

Structure (XYZ):
```
13
Properties=species:S:1:pos:R:3:forces:R:3
C 2.794 -0.145 0.142 0.0 -0.1 -1.3
C 1.509 -0.868 -0.221 0.4 0.7 0.5
O 1.425 -1.933 -0.760 0.0 -0.2 -0.1
H 3.370 -0.671 0.896 -0.1 0.1 0.2
H 2.574 0.897 0.357 0.0 -0.1 0.6
H 3.407 -0.106 -0.768 0.0 -0.3 0.1
H 0.622 -0.274 0.065 -0.4 -0.2 -0.1
N -2.644 -0.177 0.082 0.6 0.2 0.2
C -2.680 1.189 0.131 0.0 -1.0 -0.4
O -1.753 1.835 0.551 -0.1 0.4 0.0
H -3.263 -0.755 -0.442 -0.6 0.1 -0.3
H -1.734 -0.573 0.234 0.1 -0.1 0.2
H -3.627 1.582 -0.267 0.0 0.4 0.2
```
Positions in Å, forces in eV/Å.

Calculated values
calculated total energy	-323.73238	Ha
HOMO-LUMO gap	10.8504	eV
SMILES	CC=O.NC=O

***

(10)
# C3H7NO2

A single C3H7NO2 molecule (ωB97M-V with the def2-TZVPD basis set, the Open Molecules 2025 dataset).

Structure (XYZ):
```
13
Properties=species:S:1:pos:R:3:forces:R:3
C -1.057 0.251 -1.362 -3.3 -0.5 -0.4
C -0.476 0.912 -0.185 3.9 -0.4 -0.5
N 0.864 0.178 0.031 -3.8 -2.4 0.4
C 0.671 -0.881 0.980 2.3 -0.4 -2.9
O -0.079 -1.818 0.886 -1.8 0.9 0.0
O 1.723 -1.001 1.763 1.0 0.0 2.9
H -0.330 0.205 -2.145 0.6 -0.1 -0.3
H -1.494 -0.769 -1.201 0.6 0.9 0.1
H -1.881 0.877 -1.742 0.0 -0.3 -0.1
H -0.093 1.915 -0.511 -0.9 -0.5 0.7
H -0.777 0.873 0.846 -1.9 0.6 -0.2
H 1.438 0.927 0.170 2.8 1.3 1.6
H 1.489 -1.671 2.469 0.5 0.7 -1.3
```
Positions in Å, forces in eV/Å.

Calculated values
calculated total energy	-323.72093	Ha
HOMO-LUMO gap	10.8632	eV
SMILES	CCNC(=O)O